Entry 1
This record from the Open Molecules 2025 dataset describes a structure of composition C38H45BN3O7PRhS3Te. The level of theory is the ωB97M-V functional and the def2-TZVPD basis.

Element x y z (Å)
Rh 0.138 0.006 -0.671
C -1.915 3.594 -2.085
C -2.569 3.202 -3.241
C -2.466 1.888 -3.659
C -1.709 0.990 -2.915
N -1.092 1.375 -1.789
C -1.189 2.645 -1.389
C -1.523 -0.431 -3.325
C -1.995 -0.925 -4.535
C -1.754 -2.248 -4.859
C -1.057 -3.043 -3.966
C -0.631 -2.472 -2.778
N -0.860 -1.203 -2.465
H -1.958 4.610 -1.722
H -3.151 3.910 -3.815
H -2.968 1.568 -4.559
H -0.650 2.901 -0.487
H -2.529 -0.291 -5.227
H -2.106 -2.650 -5.800
H -0.847 -4.084 -4.172
H -0.094 -3.048 -2.035
Te 1.970 -1.120 0.797
C 0.997 -2.099 2.400
C 0.896 -1.495 3.649
C 0.372 -2.206 4.724
C -0.051 -3.516 4.556
C 0.046 -4.125 3.310
C 0.571 -3.416 2.241
H 1.230 -0.473 3.783
H 0.296 -1.729 5.695
H -0.482 -4.067 5.382
H -0.337 -5.130 3.182
H 0.645 -3.890 1.269
N -1.625 -0.319 0.553
C -2.165 -1.558 1.092
C -2.442 -2.631 0.263
C -3.019 -3.778 0.790
C -3.324 -3.852 2.140
C -3.059 -2.766 2.962
C -2.478 -1.621 2.441
S -3.983 -5.369 2.843
O -4.842 -4.919 3.925
O -4.671 -6.008 1.733
O -2.788 -6.077 3.290
H -1.452 0.305 1.338
H -2.357 0.118 0.000
H -2.219 -2.560 -0.790
H -3.253 -4.627 0.159
H -3.311 -2.834 4.012
H -2.255 -0.776 3.085
C 2.692 -3.361 -4.813
C 2.719 -3.240 -3.299
C 4.069 -3.541 -2.679
O 2.228 -1.962 -2.805
P 2.557 -0.510 -3.369
S 4.369 -0.190 -4.008
S 1.999 0.788 -1.913
O 1.471 -0.437 -4.579
C 1.610 0.597 -5.577
C 0.392 1.496 -5.524
C 1.793 -0.082 -6.919
H 2.912 -4.398 -5.076
H 3.437 -2.716 -5.276
H 1.708 -3.101 -5.205
H 1.987 -3.945 -2.895
H 4.832 -2.881 -3.087
H 4.348 -4.578 -2.876
H 4.015 -3.389 -1.600
H 2.501 1.185 -5.349
H -0.509 0.943 -5.803
H 0.515 2.328 -6.220
H 0.269 1.901 -4.519
H 0.934 -0.723 -7.135
H 2.695 -0.692 -6.906
H 1.882 0.661 -7.714
C 0.007 6.336 5.251
C 0.447 4.892 5.529
C -0.690 4.185 6.267
C 1.678 4.905 6.446
C 0.803 4.194 4.214
C 1.794 4.739 3.395
C 2.188 4.152 2.193
C 1.556 2.987 1.823
O 1.735 2.227 0.710
B 0.879 1.089 0.845
O 0.090 1.301 2.039
C 0.568 2.436 2.625
C 0.175 3.008 3.814
H -0.252 6.839 6.186
H -0.868 6.352 4.598
H 0.797 6.912 4.768
H -0.925 4.732 7.182
H -0.415 3.168 6.550
H -1.597 4.141 5.661
H 1.442 5.397 7.393
H 2.511 5.437 5.986
H 2.008 3.887 6.660
H 2.290 5.651 3.702
H 2.963 4.587 1.576
H -0.595 2.533 4.405

As for the orbital gap: 6.14 eV. The charge is -1. For the LUMO energy, the calculation gives 1.0 eV. The HOMO energy is -5.18 eV.

Results of the Mulliken charge analysis, in e, for atoms 1 through 4: atom 1 (Rh): -0.4109, atom 2 (C): -0.8454, atom 3 (C): -0.7487, atom 4 (C): -0.3808



Entry 2
This record from the Open Molecules 2025 dataset describes a structure of composition C38H45BN3O7PRhS3Te. The level of theory is the ωB97M-V functional and the def2-TZVPD basis.

Element x y z (Å)
Rh 0.622 0.579 -0.113
C 4.875 -0.664 -0.329
C 5.527 0.505 -0.670
C 4.817 1.694 -0.683
C 3.463 1.683 -0.376
N 2.831 0.540 -0.076
C 3.527 -0.598 -0.034
C 2.633 2.926 -0.339
C 3.125 4.164 -0.722
C 2.284 5.266 -0.656
C 0.985 5.095 -0.225
C 0.572 3.818 0.117
N 1.377 2.763 0.074
H 5.383 -1.617 -0.298
H 6.581 0.502 -0.918
H 5.319 2.618 -0.929
H 2.971 -1.485 0.237
H 4.138 4.281 -1.080
H 2.644 6.241 -0.959
H 0.278 5.911 -0.191
H -0.456 3.620 0.382
Te -1.579 -0.410 -1.175
C -2.537 -1.770 0.151
C -2.458 -3.144 -0.072
C -3.164 -4.020 0.740
C -3.970 -3.530 1.762
C -4.075 -2.163 1.972
C -3.354 -1.288 1.164
H -1.845 -3.533 -0.876
H -3.095 -5.088 0.567
H -4.525 -4.214 2.393
H -4.715 -1.761 2.751
H -3.442 -0.223 1.334
N 0.567 0.218 1.962
C -0.667 0.312 2.711
C -1.451 1.448 2.571
C -2.615 1.572 3.315
C -3.008 0.558 4.178
C -2.217 -0.575 4.306
C -1.044 -0.700 3.577
S -4.567 0.665 5.069
O -4.295 0.019 6.342
O -4.840 2.090 5.146
O -5.487 -0.075 4.212
H 1.015 -0.678 2.123
H 1.208 0.940 2.277
H -1.160 2.219 1.865
H -3.237 2.456 3.235
H -2.532 -1.355 4.988
H -0.426 -1.587 3.678
C -3.033 4.772 0.331
C -3.412 3.430 -0.273
C -4.675 3.534 -1.105
O -2.265 2.864 -0.958
P -1.834 2.968 -2.508
S -3.129 2.280 -3.786
S 0.014 2.206 -2.633
O -1.704 4.591 -2.599
C -1.311 5.167 -3.861
C -0.015 5.921 -3.638
C -2.447 6.044 -4.343
H -3.882 5.173 0.887
H -2.760 5.475 -0.458
H -2.202 4.679 1.031
H -3.590 2.713 0.532
H -4.575 4.285 -1.890
H -5.488 3.826 -0.436
H -4.923 2.586 -1.576
H -1.146 4.357 -4.576
H -0.161 6.699 -2.882
H 0.314 6.400 -4.564
H 0.759 5.233 -3.297
H -2.681 6.798 -3.586
H -3.332 5.435 -4.522
H -2.174 6.555 -5.270
C 4.751 -6.940 -0.188
C 3.279 -6.674 0.152
C 3.138 -6.700 1.677
C 2.420 -7.802 -0.440
C 2.802 -5.344 -0.439
C 3.236 -4.938 -1.701
C 2.775 -3.774 -2.321
C 1.854 -3.021 -1.634
O 1.262 -1.847 -1.997
B 0.436 -1.465 -0.903
O 0.552 -2.468 0.118
C 1.414 -3.404 -0.373
C 1.865 -4.551 0.241
H 5.098 -7.826 0.349
H 5.383 -6.097 0.100
H 4.901 -7.129 -1.252
H 3.560 -7.627 2.069
H 2.094 -6.661 1.992
H 3.666 -5.862 2.140
H 2.743 -8.775 -0.057
H 2.501 -7.817 -1.529
H 1.369 -7.662 -0.183
H 3.955 -5.546 -2.235
H 3.124 -3.475 -3.301
H 1.490 -4.809 1.222

As for the orbital gap (alpha / beta): 6.13 / 6.16 eV. The charge is -1. For the LUMO energy (alpha / beta), the calculation gives 1.1 / 1.1 eV. The HOMO energy (alpha / beta) is -5.03 / -5.07 eV.

Results of the Mulliken charge analysis, in e, for atoms 1 through 4: atom 1 (Rh): -0.3494, atom 2 (C): -1.1798, atom 3 (C): -0.5579, atom 4 (C): -1.0360



Most stable structure: entry 1



Entry 1
This record from the Open Molecules 2025 dataset describes a cluster of 2 separate species, C12H16N2O in total. The level of theory is the ωB97M-V functional and the def2-TZVPD basis.

Element x y z (Å)
C -2.464 -2.432 -0.539
C -1.814 -1.060 -0.389
C -1.406 -0.479 -1.703
C -1.645 0.742 -2.257
N -1.024 0.730 -3.487
C -0.504 -0.509 -3.647
N -0.704 -1.258 -2.604
H -1.918 -2.981 -1.297
H -3.550 -2.441 -0.652
H -2.346 -2.977 0.408
H -2.418 -0.300 0.119
H -0.902 -1.155 0.206
H -2.061 1.635 -1.811
H -1.125 1.423 -4.210
H 0.007 -0.805 -4.550
C -0.310 1.686 3.067
C 0.777 1.106 2.198
C 0.687 1.205 0.818
C 1.714 0.752 -0.012
C 2.764 0.053 0.549
O 3.764 -0.369 -0.296
C 2.867 -0.085 1.927
C 1.854 0.419 2.735
H -0.346 1.217 4.052
H -1.280 1.521 2.606
H -0.226 2.765 3.177
H -0.134 1.728 0.350
H 1.721 1.061 -1.045
H 4.280 -1.089 0.093
H 3.760 -0.495 2.385
H 1.984 0.391 3.810

As for the orbital gap: 9.18 eV. The charge is 0. For the LUMO energy, the calculation gives 0.8 eV. As for the SMILES: CCc1c[nH]cn1.Cc1ccc(O)cc1. The HOMO energy is -8.36 eV.

Results of the Mulliken charge analysis, in e, for atoms 1 through 4: atom 1 (C): -1.3422, atom 2 (C): 0.2791, atom 3 (C): 0.4337, atom 4 (C): -0.7725



Entry 2
This record from the Open Molecules 2025 dataset describes a cluster of 2 separate species, C12H16N2O in total. The level of theory is the ωB97M-V functional and the def2-TZVPD basis.

Element x y z (Å)
C -1.783 1.194 2.092
C -1.320 1.290 0.616
C -0.896 2.400 -0.068
N -0.587 2.188 -1.420
C -0.839 0.852 -1.624
C -0.697 -0.009 -2.765
C -1.197 -1.315 -2.540
C -1.467 -1.921 -1.299
C -1.537 -1.100 -0.224
C -1.216 0.220 -0.364
H -2.914 1.494 1.948
H -1.334 2.144 2.814
H -1.638 0.219 2.404
H -0.922 3.464 0.226
H -0.590 2.937 -2.096
H -0.477 0.159 -3.754
H -1.335 -2.050 -3.327
H -1.933 -3.014 -1.228
H -1.877 -1.433 0.817
C 2.529 -1.852 -0.148
C 1.627 -1.753 1.063
C 1.882 -0.451 1.782
N 1.683 0.772 1.116
O 2.603 -0.316 2.733
H 3.552 -1.667 0.298
H 2.605 -0.917 -0.678
H 2.239 -2.746 -0.719
H 0.616 -1.760 0.727
H 1.833 -2.620 1.769
H 2.160 1.560 1.560
H 0.998 0.710 0.371

As for the orbital gap: 8.82 eV. The charge is 0. For the LUMO energy, the calculation gives 0.7 eV. As for the SMILES: Cc1c[nH]c2ccccc12.CCC(N)=O. The HOMO energy is -8.10 eV.

Results of the Mulliken charge analysis, in e, for atoms 1 through 4: atom 1 (C): -1.4045, atom 2 (C): 0.4490, atom 3 (C): -0.5292, atom 4 (N): -0.0824



Most stable structure: entry 1



Entry 1
This record from the Open Molecules 2025 dataset describes a cluster of 2 separate species, C7H3N3O5 in total. The level of theory is the ωB97M-V functional and the def2-TZVPD basis.

Element x y z (Å)
C -1.966 -0.562 2.723
C -2.073 -2.299 1.357
C 0.560 0.797 -2.422
C 2.157 -0.459 -0.543
C -1.281 -0.158 0.304
C -1.727 -0.931 1.412
C 1.266 0.707 -1.030
N -2.295 -0.290 3.803
N -2.411 -3.426 1.220
N 1.416 1.761 -0.328
O 1.375 1.169 -3.307
O 2.284 -1.460 -1.219
O -0.632 0.510 -2.453
O 2.863 -0.141 0.417
O 0.772 2.848 -0.268
H -1.042 -0.576 -0.573
H -1.223 0.876 0.386
H 1.960 1.634 0.520

As for the orbital gap (alpha / beta): 5.76 / 5.75 eV. The charge is -2. For the LUMO energy (alpha / beta), the calculation gives 4.5 / 4.5 eV. The HOMO energy (alpha / beta) is -1.30 / -1.30 eV.

Results of the Mulliken charge analysis, in e, for atoms 1 through 4: atom 1 (C): 0.2574, atom 2 (C): 0.1814, atom 3 (C): 0.4941, atom 4 (C): 0.7646



Entry 2
This record from the Open Molecules 2025 dataset describes a cluster of 2 separate species, C7H3N3O5 in total. The level of theory is the ωB97M-V functional and the def2-TZVPD basis.

Element x y z (Å)
C -2.520 1.249 -0.227
C -2.487 -1.143 0.115
C 1.552 1.528 -0.048
C 2.310 -1.010 -0.078
C -0.626 -0.191 -0.994
C -1.851 0.010 -0.281
C 1.120 0.075 0.301
N -3.164 2.181 -0.422
N -2.930 -2.216 0.184
N 0.371 -0.322 1.363
O 2.239 1.940 0.909
O 2.471 -1.123 -1.273
O 1.253 2.147 -1.085
O 2.814 -1.618 0.881
O -0.698 0.320 1.654
H -0.591 -1.197 -1.474
H -0.007 0.492 -1.517
H 0.743 -1.124 1.994

As for the orbital gap (alpha / beta): 7.85 / 7.85 eV. The charge is -2. For the LUMO energy (alpha / beta), the calculation gives 6.1 / 6.1 eV. The HOMO energy (alpha / beta) is -1.76 / -1.76 eV.

Results of the Mulliken charge analysis, in e, for atoms 1 through 4: atom 1 (C): 0.2485, atom 2 (C): 0.4283, atom 3 (C): 0.5149, atom 4 (C): 0.3631



Most stable structure: entry 1